ORCA calculation (the ωB97M-V functional and the def2-TZVPD basis) on an isolated molecule of C26H29N3O5.

Atoms and positions in Å:
C -4.817 -1.035 -2.369
O -4.792 -1.516 -1.045
C -4.215 -0.599 -0.143
C -4.140 -1.233 1.244
C -3.364 -2.555 1.254
N -2.047 -2.446 0.660
C -1.865 -2.770 -0.736
C -1.046 -1.694 -1.443
O -1.334 -1.259 -2.541
N 0.016 -1.289 -0.723
C 0.910 -0.289 -1.298
C 0.569 1.131 -0.875
C 1.206 2.183 -1.504
C 0.977 3.491 -1.102
C 0.113 3.766 -0.057
O -0.173 5.007 0.424
C 0.460 6.113 -0.169
C -0.547 2.695 0.587
O -1.372 3.046 1.608
C -2.098 2.034 2.262
C -0.317 1.397 0.164
C 2.296 -0.599 -0.849
N 3.456 -0.461 -1.561
C 4.501 -0.832 -0.757
C 5.864 -0.868 -1.018
C 6.698 -1.298 -0.007
C 6.193 -1.684 1.237
C 4.843 -1.651 1.506
C 3.975 -1.222 0.503
C 2.564 -1.054 0.409
C 1.435 -1.306 1.345
C 0.287 -1.942 0.553
C -1.015 -1.956 1.369
O -1.094 -1.575 2.520
H -3.803 -0.852 -2.743
H -5.396 -0.107 -2.439
H -5.296 -1.807 -2.969
H -3.211 -0.311 -0.494
H -4.824 0.318 -0.098
H -3.661 -0.533 1.928
H -5.150 -1.433 1.600
H -3.922 -3.314 0.705
H -3.232 -2.875 2.291
H -2.839 -2.848 -1.219
H -1.340 -3.731 -0.848
H 0.806 -0.368 -2.388
H 1.889 1.996 -2.319
H 1.486 4.290 -1.616
H 0.094 6.984 0.372
H 1.549 6.056 -0.068
H 0.198 6.209 -1.228
H -1.445 1.275 2.707
H -2.802 1.550 1.577
H -2.653 2.536 3.052
H -0.833 0.583 0.645
H 3.531 -0.140 -2.511
H 6.255 -0.569 -1.979
H 7.763 -1.337 -0.178
H 6.882 -2.014 2.000
H 4.460 -1.948 2.470
H 1.716 -1.979 2.155
H 1.094 -0.370 1.796
H 0.556 -2.992 0.348

Values from the calculation:
* ΔE to the lowest compared entry with this formula, charge and spin: 139.2 kJ/mol
* multiplicity: 1
* largest force on an atom: 0.69 eV/Å
* E_LUMO: 0.66 eV
* total energy: -1548.6526 Eh
* SMILES: COCCCN1CC(=O)N2[C@@H](c3ccc(OC)c(OC)c3)c3[nH]c4ccccc4c3C[C@H]2C1=O
* orbital gap: 8.382 eV



ORCA calculation (the ωB97M-V functional and the def2-TZVPD basis) on an isolated molecule of C26H29N5O3 in a non-equilibrium geometry.

Atoms and positions in Å:
C 2.000 -2.237 -1.258
O 0.847 -1.662 -0.694
C -0.327 -1.721 -1.393
C -0.434 -2.225 -2.686
C -1.658 -2.262 -3.336
O -1.851 -2.739 -4.597
C -0.749 -3.258 -5.297
C -2.810 -1.784 -2.681
O -3.975 -1.862 -3.391
C -5.157 -1.427 -2.771
C -2.687 -1.280 -1.398
C -1.464 -1.242 -0.741
C -1.339 -0.670 0.645
N -0.683 0.630 0.573
C -1.586 1.668 0.131
C 0.088 1.006 1.764
C -0.761 1.191 3.006
C -1.188 2.474 3.331
C -2.033 2.687 4.406
C -2.463 1.617 5.171
C -2.037 0.338 4.858
C -1.194 0.122 3.781
C 1.194 0.024 1.927
N 1.233 -1.068 2.655
N 2.424 -1.613 2.466
N 3.126 -0.923 1.672
N 2.394 0.132 1.295
C 2.850 1.095 0.376
C 2.045 1.408 -0.712
C 2.477 2.346 -1.632
C 3.707 2.959 -1.465
C 4.502 2.636 -0.378
C 4.095 1.700 0.563
C 4.956 1.362 1.739
H 2.777 -2.156 -0.498
H 2.320 -1.697 -2.157
H 1.847 -3.293 -1.499
H 0.443 -2.593 -3.190
H -0.306 -4.114 -4.777
H -1.142 -3.587 -6.258
H 0.020 -2.496 -5.465
H -5.373 -2.002 -1.864
H -5.116 -0.361 -2.522
H -5.949 -1.594 -3.499
H -3.554 -0.913 -0.873
H -2.329 -0.600 1.120
H -0.712 -1.337 1.238
H -2.405 1.859 0.841
H -1.029 2.593 -0.019
H -2.014 1.361 -0.823
H 0.553 1.973 1.518
H -0.853 3.316 2.742
H -2.354 3.691 4.645
H -3.123 1.781 6.010
H -2.362 -0.501 5.455
H -0.849 -0.874 3.559
H 1.094 0.910 -0.820
H 1.854 2.592 -2.478
H 4.050 3.690 -2.181
H 5.459 3.121 -0.254
H 5.824 2.014 1.779
H 4.397 1.465 2.670
H 5.292 0.328 1.675

Values from the calculation:
* ΔE to the lowest compared entry with this formula, charge and spin: 405.4 kJ/mol
* multiplicity: 1
* largest force on an atom: 1.50 eV/Å
* E_LUMO: 0.64 eV
* total energy: -1507.5894 Eh
* SMILES: COc1cc(OC)c(OC)cc1CN(C)[C@@H](c1ccccc1)c1nnnn1-c1ccccc1C
* orbital gap: 8.225 eV